Entry 1:
Formula: C8H12N2O
Source: OMol25
Level of theory: wB97M-V/def2-TZVPD

Its max |F| is 2.9 eV/Å. For the electronic energy, the calculation gives -496.68247 Ha. Its LUMO energy is 0.0239 Ha. The frontier orbital gap is 9.2 eV.

Each line ends with the natural charge from an NBO analysis.
Geometry (Å):
C (3.310, 0.412, -0.858)  -0.0943
C (1.993, 0.839, -1.072)  -0.1041
C (2.136, -0.296, 0.764)  0.1404
C (-2.529, 0.470, -0.203)  -0.6783
C (-1.109, 0.516, -0.622)  -0.2433
C (-0.403, 0.620, 1.723)  -0.6712
C (-1.074, -2.050, -0.574)  0.2786
C (-0.137, 0.480, 0.302)  0.2377
N (3.370, -0.325, 0.259)  -0.4498
N (1.252, 0.472, -0.001)  -0.3727
O (-1.507, -2.211, 0.531)  -0.5468
H (4.323, 0.518, -1.352)  0.2226
H (1.667, 1.450, -1.911)  0.2221
H (1.805, -0.835, 1.692)  0.2100
H (-3.047, 0.658, -1.179)  0.2117
H (-2.841, 1.358, 0.356)  0.2250
H (-1.049, 0.584, -1.673)  0.2191
H (0.530, 0.558, 2.209)  0.2304
H (-0.788, 1.593, 1.929)  0.2330
H (-1.187, -0.055, 1.907)  0.2505
H (-0.063, -2.474, -0.966)  0.1238
H (-1.737, -1.773, -1.375)  0.1064
H (-2.914, -0.506, 0.114)  0.2493

=====

Entry 2:
Formula: C2H2BrP
Source: OMol25
Level of theory: wB97M-V/def2-TZVPD

Its max |F| is 4.9 eV/Å. For the electronic energy, the calculation gives -2992.67337 Ha. Its LUMO energy is -0.0059 Ha. The frontier orbital gap is 8.4 eV.

Each line ends with the natural charge from an NBO analysis.
Geometry (Å):
C (-0.472, 0.012, -0.604)  -0.5056
C (-0.936, -0.060, 0.599)  -0.1787
P (1.053, 0.926, 0.034)  0.4778
Br (2.731, -0.632, 0.050)  -0.2738
H (-1.017, -0.244, -1.606)  0.2377
H (-1.359, -0.001, 1.528)  0.2425

=====

Entry 3:
Formula: C3H8As7F42NO
Source: OMol25
Level of theory: wB97M-V/def2-TZVPD

Its max |F| is 1.6 eV/Å. For the electronic energy, the calculation gives -20094.56783 Ha. Its LUMO energy is 0.4126 Ha. The frontier orbital gap is 10.3 eV. As for the net charge: -6.

Each line ends with the natural charge from an NBO analysis.
Geometry (Å):
C (0.909, -1.449, 0.128)  -0.7524
C (0.441, -0.144, -0.412)  0.7418
O (0.372, 0.161, -1.552)  -0.4595
N (0.052, 0.990, 0.590)  -0.5984
H (-0.067, 0.537, 1.509)  0.4569
H (0.849, 1.627, 0.639)  0.4540
C (-1.274, 1.644, 0.270)  -0.4238
H (1.356, -1.936, -0.735)  0.2827
H (0.116, -2.084, 0.530)  0.2884
H (1.635, -1.300, 0.930)  0.2554
H (-2.046, 0.879, 0.267)  0.2416
H (-1.226, 2.043, -0.738)  0.2467
H (-1.448, 2.482, 0.936)  0.2410
As (0.085, -6.245, 2.140)  2.8317
F (-0.188, -5.550, 3.719)  -0.6423
F (-1.209, -5.303, 1.466)  -0.6075
F (0.399, -7.093, 0.646)  -0.6357
F (1.351, -7.247, 2.902)  -0.6692
F (-1.067, -7.515, 2.512)  -0.6604
F (1.250, -5.035, 1.766)  -0.6162
As (0.813, -4.130, -4.627)  2.8326
F (0.833, -2.680, -3.698)  -0.6103
F (2.479, -3.836, -5.076)  -0.6478
F (0.809, -5.606, -5.600)  -0.6669
F (-0.823, -4.474, -4.165)  -0.6238
F (0.268, -3.238, -6.034)  -0.6511
F (1.364, -5.103, -3.288)  -0.6322
As (-3.659, -2.431, -0.772)  2.8273
F (-3.667, -4.030, -0.094)  -0.6333
F (-2.827, -1.848, 0.647)  -0.6398
F (-3.623, -0.828, -1.465)  -0.6327
F (-4.438, -2.985, -2.245)  -0.6470
F (-5.180, -2.132, 0.053)  -0.6514
F (-2.127, -2.837, -1.509)  -0.6209
As (-3.393, 5.406, -1.766)  2.8340
F (-4.304, 6.768, -2.460)  -0.6690
F (-1.919, 6.298, -1.861)  -0.6169
F (-2.606, 3.980, -1.108)  -0.6259
F (-4.861, 4.445, -1.704)  -0.6449
F (-3.108, 4.856, -3.403)  -0.6437
F (-3.736, 6.107, -0.213)  -0.6315
As (4.971, 0.127, -0.799)  2.8304
F (3.967, 0.694, 0.491)  -0.6273
F (6.469, 0.516, 0.034)  -0.6504
F (5.938, -0.306, -2.212)  -0.6537
F (3.554, -0.319, -1.694)  -0.6244
F (4.893, 1.739, -1.496)  -0.6440
F (5.023, -1.475, -0.132)  -0.6288
As (0.694, 6.226, 1.101)  2.8348
F (0.810, 6.616, 2.812)  -0.6524
F (1.283, 4.614, 1.387)  -0.6264
F (0.718, 6.033, -0.610)  -0.6210
F (0.055, 7.865, 0.893)  -0.6592
F (2.332, 6.854, 0.965)  -0.6570
F (-0.915, 5.617, 1.252)  -0.6180
As (0.513, 0.561, 4.414)  2.8314
F (1.429, -0.629, 3.560)  -0.6231
F (-0.050, -0.674, 5.493)  -0.6334
F (-0.470, 1.758, 5.216)  -0.6393
F (1.188, 1.800, 3.383)  -0.6319
F (-0.814, 0.344, 3.292)  -0.6376
F (1.834, 0.881, 5.526)  -0.6487

=====

Entry 4:
Formula: C4H8N2O4
Source: OMol25
Level of theory: wB97M-V/def2-TZVPD

Its max |F| is 4.6 eV/Å. For the electronic energy, the calculation gives -567.49728 Ha. Its LUMO energy is -0.0254 Ha. The frontier orbital gap is 7.3 eV.

Each line ends with the natural charge from an NBO analysis.
Geometry (Å):
C (2.342, 0.116, -1.184)  0.2369
C (2.687, -0.025, 0.215)  0.4325
C (-1.591, 0.154, 0.418)  0.5404
C (-2.998, 0.595, 0.495)  -0.7077
N (-1.182, -0.883, -0.206)  -0.3189
N (1.584, -0.043, 0.886)  -0.6687
O (-2.208, -1.557, -0.976)  -0.6250
O (1.794, 1.269, -1.523)  -0.5982
O (3.831, -0.648, 0.667)  -0.6528
O (-0.783, 0.895, 1.051)  -0.7166
H (-2.907, 1.697, 0.589)  0.2266
H (-3.257, 0.098, 1.418)  0.2374
H (-3.374, 0.259, -0.467)  0.2457
H (0.310, 0.576, 0.870)  0.4840
H (1.579, -0.469, 1.815)  0.3932
H (-1.760, -2.294, -1.455)  0.4741
H (4.363, -0.946, -0.143)  0.5039
H (1.566, 1.207, -2.470)  0.5134

=====

Entry 5:
Formula: C4H12N2O2S
Source: OMol25
Level of theory: wB97M-V/def2-TZVPD

Its max |F| is 3.5 eV/Å. For the electronic energy, the calculation gives -817.60211 Ha. Its LUMO energy (spin up / spin down) is 0.0122 / 0.0136 Ha. The frontier orbital gap (spin up / spin down) is 8.1 / 7.8 eV.

Each line ends with the natural charge from an NBO analysis.
Geometry (Å):
C (0.416, -2.120, -0.861)  -0.6770
C (-0.504, -0.536, 2.403)  -0.4218
C (-0.742, 1.410, -2.031)  -0.8460
C (0.513, 0.152, 0.133)  0.1576
N (1.531, 0.806, -0.510)  -0.9120
N (0.671, -0.115, 1.492)  -0.6493
O (-2.262, 0.155, -0.194)  -0.9508
O (-1.174, 2.074, 0.630)  -0.9663
S (-1.087, 0.951, -0.266)  2.0992
H (-0.530, -2.503, -0.638)  0.1882
H (0.525, -2.090, -1.971)  0.1802
H (1.234, -2.415, -0.270)  0.1796
H (-0.888, -1.498, 1.975)  0.2127
H (0.005, -0.712, 3.375)  0.2056
H (-1.352, 0.194, 2.555)  0.2337
H (-1.678, 1.719, -2.494)  0.2505
H (-0.206, 2.386, -1.883)  0.2560
H (-0.286, 0.442, -2.200)  0.2488
H (2.167, 1.454, 0.054)  0.3943
H (2.012, 0.239, -1.268)  0.4125
H (1.635, 0.007, 1.969)  0.4043

=====

Entry 6:
Formula: C6H12Br2FO2S
Source: OMol25
Level of theory: wB97M-V/def2-TZVPD

Its max |F| is 8.7 eV/Å. For the electronic energy, the calculation gives -6031.97193 Ha. Its LUMO energy is -0.1698 Ha. The frontier orbital gap is 7.5 eV. As for the net charge: +1.

Each line ends with the natural charge from an NBO analysis.
Geometry (Å):
O (-3.255, 2.354, 0.497)  -0.5221
C (-3.788, 1.229, 0.990)  0.7534
O (-4.965, 0.679, 0.281)  -0.6950
C (-3.285, 0.441, 2.337)  -0.6510
S (-1.616, -0.397, 2.195)  0.5807
C (-0.749, -0.035, 0.575)  -0.6030
C (0.338, 1.203, 0.858)  0.0324
F (1.327, 1.109, -0.265)  -0.3569
H (-4.896, 0.839, -0.719)  0.5303
H (-3.248, 1.160, 3.280)  0.3203
H (-4.094, -0.397, 2.595)  0.3145
H (-1.913, -1.790, 2.195)  0.2353
H (-1.454, 0.252, -0.318)  0.2878
H (-0.070, -0.955, 0.237)  0.3285
H (0.812, 0.956, 1.910)  0.1983
H (-0.174, 2.252, 0.944)  0.2299
Br (5.951, -1.490, -1.439)  0.0025
C (4.455, -1.301, -2.676)  -0.4603
C (3.234, -0.750, -1.979)  -0.4346
Br (2.351, -2.122, -0.910)  -0.0402
H (4.290, -2.283, -3.129)  0.2377
H (4.808, -0.606, -3.444)  0.2407
H (2.484, -0.431, -2.708)  0.2302
H (3.457, 0.084, -1.306)  0.2405

=====

Entry 7:
Formula: C30H25AuO4PS2Se2Si
Source: OMol25
Level of theory: wB97M-V/def2-TZVPD

Its max |F| is 2.1 eV/Å. For the electronic energy, the calculation gives -7825.10217 Ha. Its LUMO energy (spin up / spin down) is -0.0064 / -0.0065 Ha. The frontier orbital gap (spin up / spin down) is 5.3 / 5.3 eV. As for the net charge: -1.

Each line ends with the natural charge from an NBO analysis.
Geometry (Å):
Au (-1.382, -2.065, -0.341)  1.1606
Se (2.045, -2.193, -1.123)  -0.4822
P (1.868, -2.146, 0.997)  0.9791
Se (-0.133, -2.191, 1.932)  -0.3120
C (2.676, -0.643, 1.688)  -0.4002
C (2.527, -0.321, 3.031)  -0.1316
C (3.122, 0.819, 3.536)  -0.2331
C (3.856, 1.650, 2.703)  -0.2026
C (3.981, 1.343, 1.359)  -0.1984
C (3.397, 0.197, 0.852)  -0.1857
C (2.736, -3.591, 1.755)  -0.3921
C (2.551, -3.880, 3.102)  -0.1327
C (3.159, -4.988, 3.661)  -0.2365
C (3.944, -5.820, 2.879)  -0.2064
C (4.113, -5.544, 1.533)  -0.2027
C (3.515, -4.429, 0.972)  -0.1925
H (1.930, -0.958, 3.671)  0.2025
H (3.007, 1.068, 4.580)  0.2089
H (4.316, 2.544, 3.100)  0.2075
H (4.529, 2.001, 0.701)  0.2109
H (3.493, -0.051, -0.196)  0.2475
H (1.908, -3.247, 3.699)  0.2042
H (3.008, -5.213, 4.707)  0.2089
H (4.409, -6.693, 3.315)  0.2071
H (4.702, -6.203, 0.914)  0.2084
H (3.640, -4.210, -0.081)  0.2495
O (-4.770, -2.827, -1.886)  -0.9573
S (-4.240, -2.624, -0.564)  2.2605
O (-5.155, -2.880, 0.514)  -0.9537
O (-3.515, -1.337, -0.402)  -1.0087
S (-2.651, -3.984, -0.397)  -0.3598
O (-0.345, -0.317, -0.977)  -1.2721
Si (-1.068, 1.061, -1.238)  1.9056
C (-1.526, 1.900, 0.410)  -0.4105
C (-2.308, 1.154, 1.285)  -0.2206
C (-2.552, 1.586, 2.575)  -0.2080
C (-2.038, 2.798, 3.002)  -0.2236
C (-1.282, 3.568, 2.134)  -0.2327
C (-1.020, 3.116, 0.851)  -0.2161
C (-0.009, 2.220, -2.308)  -0.3965
C (1.240, 1.857, -2.789)  -0.2207
C (1.979, 2.725, -3.573)  -0.2262
C (1.476, 3.977, -3.888)  -0.2131
C (0.230, 4.351, -3.414)  -0.2325
C (-0.503, 3.476, -2.635)  -0.2147
C (-2.675, 0.817, -2.260)  -0.3908
C (-2.786, -0.341, -3.009)  -0.2359
C (-3.956, -0.637, -3.682)  -0.1787
C (-5.019, 0.247, -3.628)  -0.2240
C (-4.911, 1.417, -2.895)  -0.2219
C (-3.741, 1.697, -2.207)  -0.2304
H (-2.729, 0.223, 0.941)  0.2309
H (-3.136, 0.967, 3.242)  0.2065
H (-2.231, 3.145, 4.007)  0.1991
H (-0.880, 4.519, 2.459)  0.1989
H (-0.408, 3.714, 0.188)  0.2073
H (1.628, 0.878, -2.547)  0.2284
H (2.949, 2.428, -3.948)  0.2021
H (2.044, 4.659, -4.507)  0.1986
H (-0.176, 5.324, -3.658)  0.2011
H (-1.480, 3.767, -2.275)  0.2066
H (-1.952, -1.026, -3.058)  0.2052
H (-4.041, -1.567, -4.224)  0.2126
H (-5.945, 0.012, -4.133)  0.2013
H (-5.742, 2.107, -2.841)  0.1974
H (-3.673, 2.595, -1.610)  0.2000